Record 1
This record from OMol25 describes a structure of composition C68H74BrO4P4Tl. The level of theory is ωB97M-V/def2-TZVPD.

Cartesian coordinates (Å):
Tl1 1.33 -0.12 -0.32
C1 7.49 0.84 5.60
C2 5.99 0.57 5.66
C3 5.34 1.67 6.52
C4 5.78 -0.79 6.33
C5 5.34 0.57 4.27
C6 4.00 0.25 4.13
C7 3.43 0.24 2.88
Br1 1.56 -0.21 2.76
C8 4.10 0.51 1.66
O1 3.53 0.43 0.51
C9 5.47 0.89 1.84
C10 6.04 0.89 3.11
C11 6.30 1.27 0.61
C12 5.64 2.45 -0.12
C13 6.40 0.07 -0.35
C14 7.73 1.70 0.97
H1 7.92 0.76 6.60
H2 7.71 1.84 5.22
H3 8.00 0.11 4.96
H4 5.78 1.68 7.52
H5 4.27 1.52 6.61
H6 5.51 2.65 6.06
H7 6.26 -0.82 7.31
H8 6.21 -1.59 5.71
H9 4.72 -1.01 6.47
H10 3.38 0.02 4.99
H11 7.08 1.17 3.19
H12 4.62 2.21 -0.40
H13 6.21 2.70 -1.03
H14 5.63 3.34 0.52
H15 5.40 -0.25 -0.64
H16 6.91 -0.76 0.14
H17 6.96 0.34 -1.25
H18 7.73 2.57 1.62
H19 8.26 1.96 0.06
H20 8.28 0.89 1.46
O2 0.88 2.51 -0.02
P1 0.07 3.73 0.22
C15 -1.42 3.84 -0.85
P2 -2.24 2.19 -0.89
O3 -1.98 1.40 0.34
C16 -4.00 2.61 -1.14
C17 -4.20 3.32 -2.50
C18 -5.48 4.10 -2.55
C19 -6.15 4.42 -1.45
C20 -5.69 4.03 -0.11
C21 -4.66 3.19 0.05
C22 -1.81 1.39 -2.49
C23 -2.67 0.09 -4.03
C24 -1.64 -0.14 -5.09
C25 -0.40 0.36 -5.06
C26 0.19 1.20 -4.01
C27 -0.39 1.66 -2.90
C28 1.09 5.20 -0.07
C29 2.44 5.04 0.25
C30 3.29 6.13 0.19
C31 2.81 7.37 -0.20
C32 1.47 7.52 -0.54
C33 0.61 6.44 -0.48
C34 -0.61 3.94 1.88
C35 -0.53 2.87 2.77
C36 -1.02 3.01 4.06
C37 -1.58 4.22 4.46
C38 -1.66 5.28 3.57
C39 -1.17 5.15 2.28
H21 -1.17 4.21 -1.85
H22 -2.13 4.53 -0.38
H23 -3.37 3.96 -2.85
H24 -5.83 4.42 -3.53
H25 -7.07 5.00 -1.51
H26 -6.20 4.46 0.75
H27 -4.31 2.88 1.03
H28 -3.61 -0.42 -4.26
H29 -1.93 -0.77 -5.93
H30 0.26 0.12 -5.88
H31 1.23 1.47 -4.18
H32 0.22 2.23 -2.21
H33 2.80 4.06 0.54
H34 4.34 6.01 0.45
H35 3.48 8.22 -0.23
H36 1.10 8.49 -0.86
H37 -0.43 6.56 -0.77
H38 -0.10 1.94 2.43
H39 -0.95 2.19 4.75
H40 -1.96 4.33 5.47
H41 -2.10 6.22 3.89
H42 -1.22 5.98 1.59
C40 -3.98 -2.77 0.30
P3 -2.52 -2.11 -0.63
C41 -2.07 -3.39 -1.86
C42 -1.32 -4.45 -1.34
C43 -0.84 -5.46 -2.17
C44 -1.07 -5.41 -3.54
C45 -1.79 -4.35 -4.06
C46 -2.29 -3.35 -3.24
C47 -3.14 -0.70 -1.62
C48 -2.12 -0.16 -2.59
C49 -2.84 1.58 -3.65
C50 -4.23 1.93 -3.18
C51 -4.65 1.32 -1.80
C52 -4.23 -0.02 -1.29
P4 -5.54 -3.69 -0.23
C53 -5.41 -3.89 -2.05
C54 -5.35 -5.10 -2.74
C55 -5.38 -5.11 -4.13
C56 -5.50 -3.94 -4.85
C57 -5.60 -2.73 -4.17
C58 -5.56 -2.71 -2.78
C59 -5.15 -5.35 0.46
C60 -4.10 -6.16 0.04
C61 -3.83 -7.36 0.68
C62 -4.60 -7.76 1.76
C63 -5.64 -6.95 2.20
C64 -5.92 -5.76 1.54
H43 -4.33 -1.88 0.84
H44 -3.53 -3.41 1.06
H45 -1.10 -4.48 -0.28
H46 -0.27 -6.28 -1.75
H47 -0.69 -6.18 -4.19
H48 -1.98 -4.29 -5.13
H49 -2.87 -2.55 -3.67
H50 -1.21 -0.76 -2.57
H51 -2.52 2.28 -4.42
H52 -4.95 1.80 -3.98
H53 -5.73 1.41 -1.71
H54 -4.88 -0.41 -0.52
H55 -5.29 -6.03 -2.20
H56 -5.31 -6.06 -4.65
H57 -5.53 -3.96 -5.93
H58 -5.73 -1.80 -4.72
H59 -5.65 -1.77 -2.26
H60 -3.48 -5.85 -0.79
H61 -3.01 -7.98 0.34
H62 -4.39 -8.69 2.27
H63 -6.24 -7.25 3.05
H64 -6.74 -5.13 1.88
C65 3.62 -2.12 -2.07
C66 3.77 -2.91 -0.78
O4 2.61 -2.74 0.02
C67 2.75 -3.34 1.30
C68 1.38 -3.74 1.81
H65 4.46 -2.33 -2.73
H66 3.62 -1.05 -1.85
H67 2.69 -2.39 -2.58
H68 4.65 -2.58 -0.23
H69 3.88 -3.98 -1.01
H70 3.24 -2.64 1.98
H71 3.39 -4.22 1.22
H72 0.65 -2.97 1.56
H73 1.39 -3.85 2.90
H74 1.05 -4.68 1.37

As for the largest force on an atom: 0.61 eV/Å. For the HOMO energy, the calculation gives -0.244 Ha. Its energy above the lowest of the compared OMol25 structures with the same formula, charge and spin is 287.46 kJ/mol.


Record 2
This record from OMol25 describes the molecule C22H28ClNO4S. The level of theory is ωB97M-V/def2-TZVPD.

Cartesian coordinates (Å):
C1 -6.37 -0.29 -0.70
C2 -5.52 0.89 -0.24
C3 -4.45 0.51 0.78
C4 -3.37 -0.40 0.19
O1 -2.35 -0.52 1.16
C5 -1.20 -1.16 0.82
C6 -0.95 -1.78 -0.40
C7 0.28 -2.35 -0.65
C8 1.28 -2.35 0.30
C9 2.69 -2.83 0.01
C10 2.77 -4.05 -0.90
N1 3.43 -1.72 -0.59
C11 4.11 -0.83 0.15
O2 4.30 -0.96 1.34
C12 4.67 0.36 -0.63
C13 4.76 1.59 0.26
S1 3.19 2.52 0.18
O3 3.29 3.67 1.03
O4 2.89 2.76 -1.21
C14 1.89 1.41 0.90
C15 0.58 1.84 0.35
C16 -0.26 2.67 1.07
C17 -1.46 3.11 0.55
C18 -1.83 2.73 -0.73
C19 -1.01 1.91 -1.48
C20 0.19 1.47 -0.94
Cl1 1.19 0.46 -1.89
C21 1.02 -1.77 1.54
C22 -0.20 -1.19 1.80
H1 -6.81 -0.79 0.16
H2 -5.77 -1.01 -1.25
H3 -7.17 0.05 -1.35
H4 -6.17 1.64 0.21
H5 -5.04 1.35 -1.11
H6 -3.95 1.41 1.14
H7 -4.91 0.01 1.63
H8 -2.97 0.05 -0.73
H9 -3.78 -1.39 -0.05
H10 -1.71 -1.80 -1.17
H11 0.45 -2.80 -1.62
H12 3.20 -3.04 0.96
H13 2.16 -4.85 -0.49
H14 3.80 -4.39 -0.97
H15 2.41 -3.82 -1.90
H16 3.18 -1.49 -1.54
H17 4.05 0.60 -1.50
H18 5.67 0.08 -0.98
H19 5.52 2.29 -0.05
H20 4.91 1.31 1.31
H21 2.15 0.40 0.62
H22 1.96 1.55 1.97
H23 0.04 2.97 2.07
H24 -2.10 3.75 1.13
H25 -2.77 3.08 -1.15
H26 -1.28 1.61 -2.48
H27 1.78 -1.76 2.30
H28 -0.41 -0.72 2.75

As for the largest force on an atom: 0.98 eV/Å. For the HOMO energy, the calculation gives -0.309 Ha. Its structure (SMILES) is CCCCOc1ccc([C@@H](C)NC(=O)CCS(=O)(=O)Cc2ccccc2Cl)cc1. Its energy above the lowest of the compared OMol25 structures with the same formula, charge and spin is 24.89 kJ/mol.


Record 3
This record from OMol25 describes a cluster of 2 separate species, C3H5NO5 in total. The level of theory is ωB97M-V/def2-TZVPD.

Cartesian coordinates (Å):
C1 -0.48 0.45 -0.25
C2 1.86 -0.41 0.04
C3 0.88 0.77 0.22
N1 -2.49 -0.58 0.06
O1 -2.29 -1.61 0.55
O2 -1.19 1.65 -0.55
O3 -3.31 0.21 -0.12
O4 1.35 -1.68 -0.07
O5 1.17 1.84 0.73
H1 -0.32 -0.24 -1.19
H2 2.33 -0.35 -1.02
H3 2.71 -0.38 0.89
H4 0.70 -1.90 0.59
H5 -0.94 2.21 0.12

As for the largest force on an atom: 5.00 eV/Å. For the HOMO energy (alpha / beta), the calculation gives -0.353 / -0.342 Ha. Its energy above the lowest of the compared OMol25 structures with the same formula, charge and spin is 585.37 kJ/mol.